A cluster of 4 separate species, C3H10N2O3 in total, computed with ωB97M-V/def2-TZVPD.

Geometry (Å):
C1 2.310 -0.671 0.190
C2 1.411 -0.566 1.214
N1 0.905 0.691 1.168
C3 1.491 1.300 0.074
N2 2.307 0.489 -0.530
H1 3.042 -1.441 0.090
H2 1.233 -1.385 1.892
H3 0.226 0.980 1.855
H4 1.004 2.154 -0.370
O1 -1.957 -0.044 1.939
H5 -2.184 0.355 1.087
H6 -1.254 -0.646 1.663
O2 -3.554 0.248 -1.349
H7 -3.207 1.083 -1.677
H8 -2.947 -0.414 -1.686
O3 -0.645 -1.193 -2.030
H9 0.170 -0.684 -2.100
H10 -0.988 -1.235 -2.924

Properties
structure (SMILES)	c1c[nH]cn1.O.O.O
charge	0

---

A cluster of 2 separate species, C3H10N2O3 in total, computed with ωB97M-V/def2-TZVPD.

Geometry (Å):
N1 -1.185 -2.042 -0.234
C1 0.158 -1.856 -0.070
O1 0.732 -2.087 0.954
O2 0.812 -1.481 -1.187
H1 -1.712 -2.217 0.603
H2 -1.694 -1.588 -0.996
H3 0.218 -1.307 -1.925
C2 -1.338 1.407 -0.410
N2 -0.327 0.803 0.431
O3 0.827 1.664 0.414
C3 2.005 0.939 0.680
H4 -1.635 2.411 -0.078
H5 -0.941 1.488 -1.421
H6 -2.217 0.764 -0.401
H7 -0.646 0.780 1.402
H8 2.018 0.566 1.705
H9 2.126 0.095 -0.002
H10 2.799 1.663 0.535

Properties
structure (SMILES)	NC(=O)O.CNOC
charge	0

---

A cluster of 4 separate species, C3H10N2O3 in total, computed with ωB97M-V/def2-TZVPD.

Geometry (Å):
C1 0.558 -1.544 0.479
C2 0.278 -2.802 0.917
N1 -1.159 -2.827 1.013
C3 -1.588 -1.686 0.339
N2 -0.604 -0.893 0.099
H1 1.479 -1.009 0.409
H2 0.767 -3.673 1.258
H3 -1.645 -3.708 1.029
H4 -2.671 -1.648 0.019
O1 0.790 0.953 -2.063
H5 0.584 1.875 -1.897
H6 0.117 0.458 -1.578
O2 -1.689 2.601 -1.907
H7 -1.354 3.268 -1.297
H8 -2.448 3.042 -2.303
O3 2.880 3.588 1.665
H9 3.539 2.906 1.876
H10 2.447 3.663 2.523

Properties
structure (SMILES)	c1c[nH]cn1.O.O.O
charge	0

---

A cluster of 2 separate species, C3H10N2O3 in total, computed with ωB97M-V/def2-TZVPD.

Geometry (Å):
N1 1.310 -1.771 1.330
C1 0.911 -0.608 0.726
O1 0.354 0.226 1.420
C2 1.311 -0.285 -0.720
N2 0.359 0.469 -1.461
C3 -0.930 -0.091 -1.788
O2 -1.539 -0.650 -0.645
H1 0.989 -1.874 2.281
H2 1.472 -2.616 0.807
H3 1.559 -1.135 -1.368
H4 2.245 0.315 -0.529
H5 0.392 1.445 -1.193
H6 -0.794 -0.947 -2.493
H7 -1.506 0.668 -2.329
H8 -1.770 0.131 -0.111
O3 -1.272 2.226 0.914
H9 -1.516 2.822 1.626
H10 -0.618 1.639 1.355

Properties
structure (SMILES)	NC(=O)CNCO.O
charge	0

---

A cluster of 2 separate species, C3H10N2O3 in total, computed with ωB97M-V/def2-TZVPD.

Geometry (Å):
C1 0.819 1.972 -0.871
N1 -0.168 0.959 -0.493
C2 0.190 0.009 0.848
N2 1.546 -0.091 1.082
O1 -1.412 1.587 -0.237
O2 -0.668 0.057 1.710
H1 -1.654 1.201 0.639
H2 2.026 -0.641 0.382
H3 1.729 -0.401 2.027
H4 0.433 2.530 -1.722
H5 0.997 2.643 -0.032
H6 1.744 1.470 -1.148
C3 -1.093 -2.282 -0.224
O3 -0.050 -1.374 -0.465
H7 -0.279 -0.021 -1.027
H8 -1.790 -2.322 -1.072
H9 -0.701 -3.295 -0.065
H10 -1.670 -1.999 0.671

Properties
charge	0

---

A cluster of 4 separate species, C3H10N2O3 in total, computed with ωB97M-V/def2-TZVPD.

Geometry (Å):
C1 0.320 -1.263 0.665
C2 -0.087 -2.557 0.736
N1 -1.449 -2.578 0.544
C3 -1.805 -1.269 0.341
N2 -0.791 -0.470 0.420
H1 1.327 -0.887 0.707
H2 0.399 -3.490 0.973
H3 -1.883 -3.380 0.129
H4 -2.801 -0.923 0.193
O1 1.376 -0.055 -2.450
H5 0.961 -0.456 -1.682
H6 0.794 0.649 -2.752
O2 -0.763 2.511 -2.474
H7 -1.252 2.388 -1.654
H8 0.086 2.888 -2.222
O3 2.081 2.666 2.695
H9 2.032 3.582 2.399
H10 1.455 2.644 3.430

Properties
structure (SMILES)	c1c[nH]cn1.O.O.O
charge	0

---

A cluster of 3 separate species, C3H10N2O4 in total, computed with ωB97M-V/def2-TZVPD.

Geometry (Å):
N1 1.999 0.249 0.130
C1 1.717 0.952 -1.024
O1 2.432 1.145 -1.980
C2 0.141 1.387 -1.213
N2 -0.754 0.391 -0.696
C3 -1.106 -0.604 -1.568
O2 -1.778 -1.578 -1.185
H1 2.845 -0.285 0.294
H2 1.497 0.305 1.001
H3 -0.025 2.376 -0.838
H4 0.000 1.571 -2.287
H5 -1.057 0.446 0.173
H6 -0.879 -0.622 -2.614
O3 -0.016 0.505 2.380
H7 -0.333 -0.371 2.559
H8 -0.234 0.965 3.185
O4 -1.623 -2.119 1.558
H9 -1.423 -3.020 1.452
H10 -1.402 -1.692 0.672

Properties
structure (SMILES)	NC(=O)CNC=O.O.O
charge	0

---

A cluster of 2 separate species, C3H10N2OP in total, computed with ωB97M-V/def2-TZVPD.

Geometry (Å):
C1 -0.543 -0.638 0.673
C2 -0.391 -0.001 1.990
C3 0.607 -0.413 -0.418
N1 -1.541 -1.357 0.455
N2 0.738 -1.251 -1.453
O1 -0.779 1.276 -1.070
P1 1.869 0.797 0.090
H1 -1.382 0.426 2.514
H2 -0.016 -0.718 2.676
H3 0.325 0.952 1.963
H4 -1.607 -1.888 -0.380
H5 -0.924 2.076 -1.577
H6 0.080 -2.095 -1.722
H7 1.465 -1.190 -2.168
H8 -1.495 1.040 -0.557
H9 1.114 1.968 0.156
H10 2.478 1.017 -1.172

Properties
charge	+1

---

A cluster of 2 separate species, C3H10N2OS in total, computed with ωB97M-V/def2-TZVPD.

Geometry (Å):
C1 -2.384 0.753 -0.009
C2 -0.102 -1.619 0.511
C3 -1.213 0.471 -0.921
N1 2.823 -0.318 -0.699
N2 3.500 0.440 -0.056
O1 0.305 0.898 1.257
S1 0.354 0.098 0.029
H1 -2.694 -0.143 0.525
H2 -2.097 1.507 0.720
H3 -3.234 1.123 -0.581
H4 -0.230 -2.193 -0.397
H5 0.722 -2.017 1.090
H6 -1.006 -1.609 1.107
H7 -0.973 1.345 -1.524
H8 -1.379 -0.379 -1.580
H9 3.863 1.352 -0.425
H10 3.746 0.292 0.952

Properties
charge	0

---

An isolated molecule of C3H10N2S, computed with ωB97M-V/def2-TZVPD.

Geometry (Å):
N1 1.788 -2.482 0.229
C1 1.969 -1.244 -0.605
N2 0.611 -0.796 -0.888
C2 0.134 0.203 0.000
C3 -1.331 0.660 -0.391
S1 -1.547 1.922 0.753
H1 0.960 -2.430 0.887
H2 1.582 -3.174 -0.326
H3 2.565 -1.423 -1.496
H4 2.519 -0.606 0.110
H5 0.401 -0.677 -1.801
H6 0.813 1.126 0.143
H7 0.043 -0.368 1.017
H8 -1.955 -0.246 -0.282
H9 -1.402 1.115 -1.447
H10 -2.192 1.170 1.733

Properties
structure (SMILES)	NCNCCS
charge	0

---

A structure of composition C3H10N2S, computed with ωB97M-V/def2-TZVPD.

Geometry (Å):
C1 -0.356 1.661 1.569
C2 1.570 -1.273 -0.144
C3 -1.236 -0.388 -1.828
N1 -0.880 -1.286 1.204
N2 0.406 0.783 0.790
S1 -0.103 -0.461 0.171
H1 -1.320 1.705 1.078
H2 -0.009 2.674 1.804
H3 -0.633 1.186 2.511
H4 1.342 -2.146 -0.930
H5 2.145 -0.390 -0.435
H6 1.717 -1.686 0.802
H7 -1.975 -1.085 -2.064
H8 -1.689 0.631 -1.581
H9 -0.343 -0.469 -2.405
H10 -1.364 -2.148 0.961

Properties
charge	0

---

An isolated molecule of C3H10N2S, computed with ωB97M-V/def2-TZVPD.

Geometry (Å):
N1 -1.475 1.421 0.967
C1 -1.166 0.156 0.297
C2 0.387 0.000 0.086
N2 0.891 1.000 -0.867
C3 0.693 -1.397 -0.382
S1 2.337 -2.000 -0.156
H1 -1.540 1.253 1.964
H2 -2.364 1.871 0.796
H3 -1.727 0.063 -0.629
H4 -1.328 -0.628 1.051
H5 0.757 0.074 1.107
H6 0.239 1.077 -1.628
H7 0.866 1.897 -0.396
H8 0.378 -1.547 -1.416
H9 0.093 -2.053 0.267
H10 2.958 -1.188 -1.062

Properties
structure (SMILES)	NC[C@H](N)CS
charge	0

---

A cluster of 2 separate species, C3H10N2S in total, computed with ωB97M-V/def2-TZVPD.

Geometry (Å):
N1 -1.659 1.197 0.719
C1 -0.588 0.685 0.130
C2 0.593 1.122 1.215
S1 1.962 0.094 0.920
C3 -0.699 -0.881 0.045
N2 -2.067 -1.217 -0.361
H1 4.285 -1.284 -2.525
H2 4.526 -1.302 -3.219
H3 -1.681 2.203 0.529
H4 -0.483 1.083 -0.881
H5 0.270 1.137 2.252
H6 0.898 2.140 0.976
H7 0.081 -1.079 -0.696
H8 -0.446 -1.322 1.006
H9 -2.403 -2.113 -0.074
H10 -2.588 -0.463 -0.036

Properties
charge	0

---

A cluster of 2 separate species, C3H10N2S in total, computed with ωB97M-V/def2-TZVPD.

Geometry (Å):
C1 -1.043 -1.064 -1.438
N1 -0.027 -1.591 -0.505
C2 0.201 -0.734 0.544
N2 0.959 -0.973 1.603
H1 -1.260 -1.800 -2.225
H2 -0.655 -0.138 -1.861
H3 -1.937 -0.816 -0.863
H4 0.057 -2.602 -0.333
H5 -0.420 0.159 0.564
H6 1.499 -1.867 1.622
H7 1.242 -0.202 2.235
C3 0.255 2.334 0.022
S1 0.818 1.981 1.720
H8 0.276 3.408 -0.173
H9 0.828 1.902 -0.815
H10 -0.793 2.001 -0.096

Properties
charge	0

---

Which relative energy (zero: lowest compared OMol25 entry of this formula, charge and spin) belongs to each record? In order, 26.4; 54.1; 33.3; 11.9; 88.2; 25.8; 9.9; 100.0; 102.0; 43.3; 124.3; 9.8; 128.8; 48.2 kcal per mole.
Which LUMO energy belongs to each record? In order, 0.376; 0.457; 0.766; 0.837; 0.830; 0.693; 0.442; -5.170; 0.829; 0.864; 0.287; 0.905; -2.742; 0.008 eV.
Which HOMO-LUMO gap belongs to each record? In order, 9.5; 9.4; 9.8; 9.8; 10.0; 10.0; 9.9; 9.1; 9.0; 9.4; 8.7; 9.7; 5.9; 6.2 eV.